[1]
{"formula": "HINOP", "method": "ωB97M-V/def2-TZVPD", "homo_energy_ev": [-9.608, -9.263], "orbital_gap_ev": [9.0186, 7.2292], "lumo_energy_ev": [-0.590, -2.034], "species": ["H", "P", "O", "I", "N"], "positions_angstrom": [[0.57, -0.54, -0.84], [-2.93, -1.06, 0.01], [-1.55, 1.16, -0.17], [-5.14, 0.05, -0.12], [-1.79, 0.00, -0.13]], "mulliken_charge": [0.02, 0.02, -0.35, -0.04, 0.36]}

[2]
{"formula": "HLiO2S", "method": "ωB97M-V/def2-TZVPD", "homo_energy_ev": -6.921, "orbital_gap_ev": 3.9298, "lumo_energy_ev": -2.991, "species": ["S", "O", "H", "O", "Li"], "positions_angstrom": [[1.76, 0.51, 0.20], [0.30, 0.66, 0.26], [-2.94, -0.28, -0.75], [2.27, -0.84, 0.31], [-1.38, -0.05, -0.01]], "mulliken_charge": [0.75, -0.34, -0.48, -0.32, 0.39]}

[3]
{"formula": "HN2O", "method": "ωB97M-V/def2-TZVPD", "charge": 1, "homo_energy_ev": -20.579, "smiles": "N=[N+]=O", "orbital_gap_ev": 14.1169, "lumo_energy_ev": -6.462, "species": ["H", "N", "O", "N"], "positions_angstrom": [[0.94, -0.14, -1.24], [-0.31, 0.00, 0.41], [-0.84, 0.18, 1.38], [0.21, -0.04, -0.56]], "mulliken_charge": [0.38, 0.88, -0.26, 0.00]}

[4]
{"formula": "HN2O2S", "method": "ωB97M-V/def2-TZVPD", "charge": -1, "homo_energy_ev": [-4.415, -4.418], "orbital_gap_ev": [7.8816, 7.8381], "lumo_energy_ev": [3.466, 3.420], "species": ["N", "H", "N", "O", "O", "S"], "positions_angstrom": [[-0.56, 0.22, 0.67], [0.76, -1.09, -1.30], [0.07, 1.06, 0.01], [-0.58, -1.01, 0.58], [-1.26, 0.86, 1.52], [1.56, -0.03, -1.47]], "mulliken_charge": [1.19, 0.12, -0.57, -0.66, -0.71, -0.38]}

[5]
{"formula": "HN2O3", "method": "ωB97M-V/def2-TZVPD", "charge": -1, "homo_energy_ev": -3.726, "smiles": "[O-][N+]([O-])=NO", "orbital_gap_ev": 8.6083, "lumo_energy_ev": 4.883, "species": ["O", "O", "N", "H", "O", "N"], "positions_angstrom": [[-0.78, -0.77, -0.55], [0.24, 0.03, 1.53], [0.61, 0.61, 0.30], [-0.43, -0.55, 1.28], [0.31, 0.52, -1.87], [0.05, 0.16, -0.69]], "mulliken_charge": [-0.85, -0.34, -0.58, 0.31, -0.79, 1.25]}

[6]
{"formula": "HN2O3P", "method": "ωB97M-V/def2-TZVPD", "charge": -2, "homo_energy_ev": 2.080, "orbital_gap_ev": 3.0440, "lumo_energy_ev": 5.124, "species": ["N", "O", "H", "O", "O", "P", "N"], "positions_angstrom": [[1.07, 0.78, -0.30], [-2.25, -0.38, 1.32], [6.11, -1.63, -0.02], [-1.78, 1.64, -0.22], [-1.80, -0.78, -1.10], [-1.61, 0.14, 0.05], [0.26, 0.24, 0.27]], "mulliken_charge": [-0.09, -0.73, -0.99, -0.70, -0.66, 0.91, 0.26]}

In order of appearance, energy relative to the best compared isomer or geometry (same formula, charge and spin) = 70.71; 0.00; 0.00; 33.54; 0.78; 62.87 kcal/mol.
In order of appearance, max |F| = 0.032; 0.042; 0.045; 0.085; 0.089; 0.147 Eh/bohr.